1.
17
Properties=species:S:1:pos:R:3:mulliken_spin:R:1 method="wB97M-V/def2-TZVPD" e_tot_ha=-518.4996 largest_force_ev_per_a=1.010 gap_ev="7.916 / 8.620" mol_weight_g_mol=305.5 charge=+1 multiplicity=2 s_squared=0.755 e_homo_ha="-0.44712 / -0.47503"
O -0.69946 0.60450 1.09509 0.0096
Tl -1.89375 -1.24698 3.63865 0.0097
C 0.01580 -0.16239 1.85614 0.0065
O 1.04012 -0.81015 1.43678 0.0673
C -0.65289 0.84164 -0.34450 -0.0001
C -2.03457 1.27561 -0.76360 0.0013
H 0.09815 1.62028 -0.51725 -0.0002
H -0.35598 -0.07312 -0.87113 0.0151
H -2.43080 2.06203 -0.10748 0.0002
H -1.99208 1.63667 -1.79942 -0.0003
H -2.73482 0.43198 -0.70302 0.0000
C 1.97990 -0.63055 0.19264 0.0196
C 1.63246 -1.50022 -0.92647 0.7905
H 1.98500 0.43167 -0.07141 0.0283
H 2.95929 -0.87823 0.62973 0.0091
H 0.95934 -1.13604 -1.70251 0.0383
H 2.12429 -2.46670 -1.04224 0.0051

=====

2.
17
Properties=species:S:1:pos:R:3:nbo_charge:R:1 method="wB97M-V/def2-TZVPD" e_tot_ha=-421.2848 largest_force_ev_per_a=4.481 gap_ev=9.893 mol_weight_g_mol=117.1 relative_energy_kcal_mol=13.9 charge=+1 e_homo_ha=-0.56987
C -0.40157 0.19937 0.41476 0.6300
C 1.14201 0.26555 0.42325 0.7273
C -1.01564 -0.39062 1.55109 -0.8051
C 2.83696 -0.05416 -1.14431 -0.3121
C -2.40350 0.31675 -0.73928 -0.3180
O 1.66053 0.84222 1.31342 -0.4795
O 1.52148 -0.25395 -0.70758 -0.4564
O -1.01875 0.46685 -0.59812 -0.3110
H -0.69650 -1.48694 1.75202 0.3332
H -0.69110 0.12569 2.48900 0.3261
H -2.12283 -0.52674 1.53147 0.2688
H 2.83374 -0.54357 -2.12296 0.2305
H 3.60423 -0.69665 -0.69692 0.2152
H 3.32010 0.94533 -0.97788 0.2337
H -2.79608 -0.67767 -0.97062 0.2434
H -2.92913 0.57617 0.12048 0.2135
H -2.84396 0.89237 -1.63782 0.2603

=====

3.
18
Properties=species:S:1:pos:R:3:nbo_charge:R:1 method="wB97M-V/def2-TZVPD" e_tot_ha=-445.6101 largest_force_ev_per_a=2.362 gap_ev=4.974 mol_weight_g_mol=202.6 relative_energy_kcal_mol=22.7 e_homo_ha=-0.22966
C 1.53405 -3.16892 -1.46190 -0.4607
C 1.73604 -1.96963 -0.87281 -0.3621
H 0.54739 -3.43960 -1.84934 0.1967
H 2.37630 -3.83228 -1.67851 0.1966
H 0.89074 -1.29034 -0.72971 0.2153
H 2.75230 -1.68069 -0.58769 0.2144
H 1.27804 1.05277 2.73592 0.0147
O 3.02408 0.59938 3.77917 -0.5656
C 1.62169 0.38592 3.64466 0.6371
C 3.17794 1.79794 4.50172 -0.1004
O 1.28874 -0.85149 3.47023 -0.9488
O 1.06790 0.89504 4.86854 -0.5676
C 2.00166 1.75286 5.49297 -0.0930
Rb 0.93659 -4.25185 2.09874 0.9894
H 3.11404 2.66987 3.82886 0.1477
H 4.15978 1.80098 4.98907 0.1749
H 1.56965 2.75026 5.66524 0.1554
H 2.28973 1.32673 6.46580 0.1559

=====

4.
20
Properties=species:S:1:pos:R:3:mulliken_spin:R:1 method="wB97M-V/def2-TZVPD" e_tot_ha=-786.2769 largest_force_ev_per_a=4.643 gap_ev="5.641 / 7.949" mol_weight_g_mol=267.8 relative_energy_kcal_mol=51.1 multiplicity=2 s_squared=0.753 e_homo_ha="-0.26755 / -0.34857"
C 2.03396 -2.63109 0.37273 0.1114
C 1.10990 -1.62518 -0.28123 -0.0500
O 0.25895 -0.91781 0.61444 0.0496
Sn 0.27012 -1.20557 2.47731 0.9670
H 2.63963 -3.13850 -0.39093 0.0038
H 2.73274 -2.13435 1.06297 -0.0324
H 1.46519 -3.41093 0.90256 -0.0306
H 0.48241 -2.13935 -1.02950 0.0016
H 1.71468 -0.90419 -0.85856 0.0045
C -0.62996 0.84837 -0.25934 -0.0212
C -1.21486 1.86448 0.72716 0.0198
O -1.98342 2.82332 0.02045 0.0069
C -1.50020 3.06354 -1.22967 0.0043
O -0.74305 2.09230 -1.62719 0.0008
O -2.05288 3.89103 -1.92920 0.0004
O -1.53533 -0.13825 -0.52226 0.0003
H 0.43742 0.93714 -0.49197 -0.0016
H -0.39841 2.35100 1.27509 -0.0239
H -1.93912 1.38246 1.39794 -0.0167
H -1.14777 -1.00844 -0.23080 0.0059

=====

5.
16
Properties=species:S:1:pos:R:3:nbo_charge:R:1 method="wB97M-V/def2-TZVPD" e_tot_ha=-669.2352 largest_force_ev_per_a=4.088 gap_ev="5.994 / 3.237" mol_weight_g_mol=117.2 relative_energy_kcal_mol=108.8 charge=-1 e_homo_ha="-0.09103 / 0.00220"
C -2.38308 2.94999 -0.44251 0.2683
C -1.42685 -0.32849 1.17222 -0.6613
C -0.23284 -0.23562 -1.26610 -0.6317
C 0.97967 0.41741 0.65652 -0.6503
C -0.41554 0.23016 0.18261 -0.0950
O -2.40469 2.76442 -1.61349 -0.5795
S -2.97464 2.86673 1.02050 -0.2528
H -2.17480 -0.76285 0.52610 0.1993
H -1.83595 0.42893 1.84343 0.2146
H -1.16915 -1.27882 1.77017 0.1466
H 0.28201 -1.27722 -1.41439 0.1270
H 0.58750 0.51491 -1.58809 0.1931
H -1.07191 -0.26572 -1.84062 0.1928
H 0.92930 0.70612 1.67110 0.1926
H 1.58273 -0.49994 0.48501 0.1479
H 1.37528 1.23216 0.10390 0.1884

=====

6.
15
Properties=species:S:1:pos:R:3:nbo_charge:R:1 method="wB97M-V/def2-TZVPD" e_tot_ha=-537.0379 largest_force_ev_per_a=4.758 gap_ev=8.381 mol_weight_g_mol=100.1 relative_energy_kcal_mol=110.1 e_homo_ha=-0.28212
C 1.37135 1.76789 0.10971 -1.0761
C -2.03399 0.51542 -0.19285 -0.4200
C -1.15930 -0.55926 -0.67732 -0.4323
C -0.93247 -0.01244 0.78052 -0.6570
C 1.62529 -1.19827 -0.02733 -0.9404
P 0.55791 0.28651 -0.06779 1.4504
H 2.38597 1.66559 -0.21767 0.2239
H 0.74964 2.74583 -0.09214 0.2514
H -2.03017 1.46728 -0.49401 0.1972
H -2.99580 0.30605 -0.00324 0.2109
H -1.72048 -1.86928 -0.88365 0.2095
H -1.27669 -0.44341 1.68884 0.2418
H 2.07438 -1.39696 0.87372 0.2433
H 1.05671 -2.12741 -0.01450 0.2564
H 2.32765 -1.14755 -0.78231 0.2409

=====

7.
15
Properties=species:S:1:pos:R:3:nbo_charge:R:1 method="wB97M-V/def2-TZVPD" e_tot_ha=-537.1584 largest_force_ev_per_a=3.549 gap_ev=9.821 mol_weight_g_mol=100.1 smiles="C=C1CP1CC" relative_energy_kcal_mol=34.4 e_homo_ha=-0.31964
C -1.51184 -0.29185 0.03762 -0.2373
C -2.09638 0.14521 1.10614 -0.3587
C -1.18522 -0.09557 -1.35138 -0.7067
C 1.74110 0.45807 0.69554 -0.6273
C 1.44677 -0.52967 -0.41220 -0.6722
P -0.23025 -1.43206 -0.53973 0.6479
H -2.03068 -0.20213 2.06342 0.1941
H -2.85989 0.90268 1.11882 0.1848
H -2.15622 -0.35517 -1.88405 0.2415
H -0.62877 0.69264 -1.82713 0.2423
H 1.31289 1.48769 0.65332 0.2195
H 1.59655 0.00338 1.73713 0.2165
H 2.84331 0.63207 0.44778 0.2123
H 2.18727 -1.34018 -0.38389 0.2240
H 1.57136 -0.07512 -1.46140 0.2193

=====

8.
16
Properties=species:S:1:pos:R:3:nbo_charge:R:1 method="wB97M-V/def2-TZVPD" e_tot_ha=-826.6308 largest_force_ev_per_a=4.961 gap_ev=8.388 mol_weight_g_mol=128.2 relative_energy_kcal_mol=26.6 e_homo_ha=-0.30613
C -2.75127 0.19687 0.40131 -0.2541
C -1.82603 -0.82490 0.45771 -0.2157
C -2.22200 1.30077 -0.13300 -0.1695
C -0.65173 -0.36649 -0.03372 -0.4469
C -0.74495 1.07269 -0.20345 -0.5052
Si 0.96370 -1.27264 -0.15728 0.9151
P 2.89590 0.83002 0.21589 -0.2201
H -3.83753 0.24966 0.68342 0.2213
H -1.92598 -1.80908 0.77450 0.2135
H -2.80729 2.24973 -0.33021 0.2196
H -0.18832 1.51981 -1.08266 0.2468
H -0.22564 1.54444 0.71840 0.2785
H 1.08307 -2.13180 1.03083 -0.1424
H 1.10927 -1.59226 -1.62150 -0.1356
H 3.15978 0.52241 1.57332 -0.0133
H 4.04715 -0.17871 -0.03992 0.0081

=====

Repeat the first record exactly.
17
Properties=species:S:1:pos:R:3:mulliken_spin:R:1 method="wB97M-V/def2-TZVPD" e_tot_ha=-518.4996 largest_force_ev_per_a=1.010 gap_ev="7.916 / 8.620" mol_weight_g_mol=305.5 charge=+1 multiplicity=2 s_squared=0.755 e_homo_ha="-0.44712 / -0.47503"
O -0.69946 0.60450 1.09509 0.0096
Tl -1.89375 -1.24698 3.63865 0.0097
C 0.01580 -0.16239 1.85614 0.0065
O 1.04012 -0.81015 1.43678 0.0673
C -0.65289 0.84164 -0.34450 -0.0001
C -2.03457 1.27561 -0.76360 0.0013
H 0.09815 1.62028 -0.51725 -0.0002
H -0.35598 -0.07312 -0.87113 0.0151
H -2.43080 2.06203 -0.10748 0.0002
H -1.99208 1.63667 -1.79942 -0.0003
H -2.73482 0.43198 -0.70302 0.0000
C 1.97990 -0.63055 0.19264 0.0196
C 1.63246 -1.50022 -0.92647 0.7905
H 1.98500 0.43167 -0.07141 0.0283
H 2.95929 -0.87823 0.62973 0.0091
H 0.95934 -1.13604 -1.70251 0.0383
H 2.12429 -2.46670 -1.04224 0.0051